Formula: H80O40
Source: OMol25
Level of theory: the ωB97M-V functional and the def2-TZVPD basis

Geometry (Å):
1 H -1.4496 -3.6633 -0.0570
2 H -2.0586 -2.5777 0.4594
3 O -2.3272 -3.2077 -0.1708
4 H -3.4529 -5.4231 0.4428
5 H -3.2598 -5.7283 1.8251
6 O -2.6728 -5.5988 1.0558
7 H -1.6976 -0.9779 -2.2014
8 H -0.6174 -1.9168 -2.6590
9 O -0.7481 -0.9994 -2.3405
10 H -1.2929 5.8069 3.1091
11 H -0.1190 4.8188 2.5614
12 O -0.7345 5.0890 3.3200
13 H -2.0563 0.4219 0.8764
14 H -2.0239 1.2096 1.9376
15 O -1.3696 0.6922 1.5345
16 H 3.3822 -1.4418 -3.7079
17 O 2.6642 -1.8207 -3.1976
18 H 3.4084 -1.5633 5.6376
19 O 2.8537 -0.9487 6.0626
20 H 1.3399 0.8114 -4.3239
21 H 0.5372 -0.3292 -4.9991
22 O 0.5135 0.3606 -4.3507
23 H 3.7036 -3.0604 1.1155
24 H 3.9319 -4.6964 1.2190
25 O 3.5950 -3.9232 1.6911
26 H -3.1728 -0.8158 -3.8031
27 H -1.8018 -0.2684 -4.5683
28 O -2.7741 -0.3131 -4.4992
29 H -6.1622 1.4973 -0.2600
30 H -5.6248 1.9538 -1.5005
31 O -5.3829 1.2930 -0.8559
32 H -0.9766 1.1786 -1.6446
33 O -0.5517 1.9026 -1.1048
34 H 3.1464 -2.4372 -0.4933
35 H 3.5662 -1.0917 -0.1481
36 O 3.9032 -1.8996 -0.5809
37 H -5.6494 -2.3031 0.5437
38 H -5.8937 -2.6971 -0.9408
39 O -5.7968 -1.9086 -0.3908
40 H -0.5689 -3.7956 2.4002
41 H 0.4356 -2.9548 1.6131
42 O -0.4093 -3.4308 1.5182
43 H 3.8851 0.2805 -2.7507
44 H 3.6975 1.8232 -3.1008
45 O 3.2847 0.9694 -2.9090
46 H 0.7884 0.2222 -1.0292
47 H 1.6700 0.0170 -2.0589
48 O 1.7079 -0.0237 -1.0999
49 H -0.2926 -0.5540 4.2972
50 H 0.3843 -0.6675 2.7420
51 O -0.0602 -1.1704 3.5761
52 H -2.0502 3.6284 1.2274
53 O -1.9946 3.2338 2.1114
54 H 1.4574 1.5209 3.9299
55 H 0.3842 1.5898 2.8212
56 O 0.9514 2.1869 3.4189
57 H 1.9179 -1.6604 2.6126
58 O 2.7420 -1.3225 3.2349
59 H 5.8935 2.1455 -0.2373
60 H 5.8092 3.2029 -1.2769
61 O 5.8371 2.2596 -1.2406
62 H -0.4832 -5.8267 -3.3579
63 H -1.0369 -5.3977 -2.0477
64 O -1.3291 -5.5369 -2.9766
65 H -1.8621 -2.3771 -4.8467
66 H -1.7875 -3.7897 -4.1839
67 O -1.6688 -2.7978 -4.0132
68 H 1.1827 3.9361 -2.2755
69 H 0.5172 5.1371 -2.6439
70 O 0.5076 4.1853 -2.9516
71 H -1.1888 2.7059 -6.1920
72 H -0.8508 2.0659 -4.7064
73 O -0.7423 2.0571 -5.6481
74 H -5.4454 0.3309 2.9055
75 H -4.4501 -0.7476 2.1317
76 O -4.7760 -0.4630 2.9671
77 H 0.7062 -3.3632 -0.0767
78 H 1.0931 -2.0898 -0.9595
79 O 1.4022 -2.8708 -0.5706
80 H -0.1966 6.5767 -1.2877
81 H 1.0421 6.0476 -0.9693
82 O 0.6969 6.7519 -1.5448
83 H -2.1059 1.2047 -2.5056
84 H -3.1177 1.1942 -3.7802
85 O -2.5460 1.8001 -3.0933
86 H 3.2519 4.1053 -1.9295
87 H 4.8041 4.1686 -2.3230
88 O 4.1217 4.2643 -1.6523
89 H 4.2365 -0.3842 4.6032
90 O 4.8028 -0.0433 3.9284
91 H -2.7565 -0.8138 -1.3174
92 H -4.1776 0.0518 -1.1967
93 O -3.2509 0.0104 -1.3979
94 H -1.5281 3.8379 2.7901
95 H 2.9493 -2.5406 -2.6461
96 H 2.5205 -1.7266 4.0722
97 H 1.9962 -0.9150 5.6232
98 H -0.2031 2.5819 -1.7435
99 H 5.2885 0.6492 4.3066
100 O 1.4385 -5.4339 2.6307
101 H 1.6860 -5.3684 3.5816
102 H 1.0766 -6.3453 2.4411
103 O -0.9229 4.2246 -0.2058
104 H -0.1451 4.1103 0.3281
105 H -1.3537 3.3102 -0.3510
106 O 0.9280 -0.5720 1.3759
107 H 0.3169 0.0820 1.0331
108 H 1.8030 -0.7127 1.0534
109 O -3.8775 -4.3796 3.0919
110 H -3.9092 -3.4763 3.5403
111 H -3.9434 -4.2748 2.1139
112 O 1.1455 3.0356 0.6052
113 H 1.9303 2.5881 0.2733
114 H 0.4628 2.4143 0.2126
115 O 5.4703 3.0565 2.9778
116 H 4.6528 3.5181 3.2410
117 H 5.1736 2.0931 2.7853
118 O -4.2929 1.5053 1.8152
119 H -4.0366 1.8476 0.9847
120 H -3.9321 2.0486 2.5498

Cartesian forces (eV/Å) of the 2 atoms listed first:
-1.4 -0.3 -0.4
-0.2 1.9 1.6

F_max = 4.6 eV/Å
electronic energy = -3057.28802 Ha
gap between HOMO and LUMO = 10.08 eV


Formula: H80O40
Source: OMol25
Level of theory: the ωB97M-V functional and the def2-TZVPD basis

Geometry (Å):
1 H 3.5498 3.5838 3.0322
2 H 2.6246 4.7326 2.6368
3 O 2.8367 4.1427 3.3731
4 H -4.2411 2.8973 0.9891
5 H -4.8890 4.0450 1.6103
6 O -4.1092 3.8557 1.0717
7 H 2.1681 1.3599 -0.1573
8 H 1.1175 2.2099 0.6757
9 O 1.3731 1.3204 0.3859
10 H 1.6721 6.5324 0.4618
11 H 3.0987 6.0350 0.3096
12 O 2.2906 5.8860 0.8149
13 H 1.4023 -4.8664 -1.7448
14 H 2.4711 -4.1571 -0.7825
15 O 2.2093 -4.9580 -1.2276
16 H 1.9501 0.5877 -2.0526
17 O 2.8979 0.7517 -1.9297
18 H 0.5798 0.3267 6.0396
19 O 0.6192 0.1991 5.0869
20 H -4.9647 0.2158 1.6459
21 H -6.2634 0.5664 0.7947
22 O -5.3062 0.5605 0.8192
23 H 4.8288 3.3353 -0.2707
24 H 5.6319 4.4666 0.4236
25 O 5.0098 4.2757 -0.2806
26 H 1.3936 -2.2801 -3.4511
27 H 0.9003 -2.6332 -4.8380
28 O 1.5359 -2.0770 -4.3846
29 H 1.3147 2.7902 3.6286
30 H 0.2131 3.5986 3.6683
31 O 0.3482 2.6418 3.7342
32 H 2.4847 -3.2195 3.2387
33 O 1.6315 -3.6567 3.2270
34 H 4.1582 1.8436 2.3935
35 H 3.6201 2.5369 1.2126
36 O 4.4743 2.3691 1.6302
37 H -0.5162 0.8813 2.8979
38 H 0.0318 0.2434 1.5837
39 O -0.7069 0.7251 1.9655
40 H -3.1157 2.9694 3.4675
41 H -2.4887 1.6413 3.1864
42 O -3.3238 2.0326 3.4750
43 H 4.0969 -5.3601 1.8200
44 H 2.7473 -4.9704 1.3514
45 O 3.2566 -5.0298 2.1709
46 H -0.7235 -3.9006 -2.1055
47 H -0.2029 -3.3704 -0.8447
48 O 0.0777 -3.4692 -1.7684
49 H -0.9987 -4.7709 -0.5499
50 H -0.4576 -5.8927 0.1755
51 O -0.1142 -5.1580 -0.3515
52 H -1.9980 2.1465 6.2843
53 O -1.1415 1.7307 6.3359
54 H -0.5468 3.0588 -1.5724
55 H -1.8032 2.4222 -2.3013
56 O -0.8928 2.7212 -2.3998
57 H -3.8076 -2.4359 -3.2224
58 O -3.5329 -3.3544 -3.0573
59 H -0.0297 0.8459 -3.0982
60 H 0.8178 1.1090 -1.9792
61 O 0.4009 0.3399 -2.3951
62 H 0.6882 -1.5780 1.1567
63 H 0.8595 -2.8038 2.0374
64 O 0.2886 -2.4422 1.3005
65 H -6.1719 0.9605 -1.4139
66 H -5.5255 -0.5115 -1.6736
67 O -6.2463 0.1054 -1.8275
68 H -1.1727 -3.8073 -3.2182
69 H -0.7981 -3.9170 -4.7061
70 O -0.4770 -4.0945 -3.8243
71 H 2.4108 1.3524 4.0205
72 H 2.8930 0.0643 3.3147
73 O 3.1236 0.9737 3.5108
74 H -0.4268 2.6749 1.3778
75 H -0.3005 4.3614 1.1389
76 O 0.0544 3.5345 1.4553
77 H 1.1030 0.4457 -6.2071
78 H 1.4973 -0.1975 -4.7522
79 O 1.2755 0.5882 -5.2786
80 H -1.9784 2.7546 -0.5220
81 H -0.9736 1.5477 -0.2221
82 O -1.6071 2.1754 0.1370
83 H 5.1541 -2.2879 1.5505
84 H 4.2309 -3.2295 2.2670
85 O 5.1698 -3.0141 2.1871
86 H 2.4520 -1.8714 -2.7576
87 H 2.5523 -3.1667 -3.4600
88 O 2.6975 -2.7933 -2.5926
89 H -3.3579 -2.0991 -0.5729
90 O -3.6704 -1.1981 -0.7577
91 H 2.7385 -0.5524 -0.4523
92 H 2.6541 -1.9132 -0.8887
93 O 2.5932 -1.4191 -0.0529
94 H -0.6085 1.5901 5.5572
95 H 3.0520 1.3592 -2.6674
96 H -4.1287 -3.8991 -3.5748
97 H 0.7867 1.0184 4.6043
98 H 1.4101 -3.8181 4.1504
99 H -4.3480 -0.8571 -0.1679
100 O -2.0861 -3.3025 3.3834
101 H -1.1438 -3.1719 3.2934
102 H -2.6076 -2.6840 2.8593
103 O -0.2299 4.5310 -5.0868
104 H -0.6692 4.6882 -4.2434
105 H -0.3399 3.5766 -5.1602
106 O -2.5051 -1.3131 1.4295
107 H -2.2936 -0.3691 1.4244
108 H -1.6236 -1.7252 1.3153
109 O -3.0197 -0.7427 -3.3136
110 H -3.1033 -0.4815 -2.3637
111 H -3.0342 0.1481 -3.6874
112 O 1.4388 3.3930 -3.4505
113 H 1.0212 2.7038 -3.9697
114 H 1.2930 4.2384 -3.8970
115 O -2.3155 -3.6324 -0.7864
116 H -1.5980 -2.9954 -0.6507
117 H -2.7790 -3.3180 -1.5917
118 O -3.7630 2.1082 -2.2165
119 H -4.2353 1.9036 -1.4037
120 H -3.6516 3.0630 -2.2809

Cartesian forces (eV/Å) of the 2 atoms listed first:
0.1 0.3 -0.1
0.0 0.1 -0.1

F_max = 3.3 eV/Å
electronic energy = -3057.34761 Ha
gap between HOMO and LUMO = 8.79 eV